Formula: C26H65N8O7P
Source: OMol25
Level of theory: wB97M-V/def2-TZVPD

Values from the calculation:
E_tot: -2335.40725 Eh
HOMO energy: -0.3259 hartree
Frontier orbital gap: 8.468 eV

Each atom is followed by the atoms it is bonded to, with distances in Å.
Cartesian coordinates (Å):
1 C 2.29857 3.73494 3.29854  C2 1.639, H13 1.170, H14 1.192, H15 1.193
2 C 2.48335 2.12579 3.04615  C1 1.639, C3 1.639, H16 1.194, H17 1.194
3 C 1.52950 1.48884 1.87505  C2 1.639, C4 1.671, C6 1.637, H18 1.193
4 C 1.73747 2.30314 0.43044  C3 1.671, N5 1.300
5 N 1.89784 2.85939 -0.73361  C4 1.300
6 C -0.04129 1.29442 2.29119  C3 1.637, C7 1.672, P9 1.908, H19 1.200
7 C -0.23815 0.31890 3.63535  C6 1.672, N8 1.317
8 N -0.50116 -0.63129 4.50850  C7 1.317
9 P -1.03359 2.89776 2.58332  C6 1.908, N10 1.650, O11 1.766, O12 1.764
10 N -0.88128 3.49054 4.11590  P9 1.650, H20 1.054
11 O -2.73952 2.46499 2.43457  P9 1.766, H21 1.002
12 O -0.69408 4.16702 1.40696  P9 1.764, H22 1.006
13 H 1.78383 4.31992 2.42536  C1 1.170
14 H 3.38020 4.20378 3.47507  C1 1.192
15 H 1.71460 3.92451 4.32128  C1 1.193
16 H 3.60811 1.97529 2.67510  C2 1.194
17 H 2.42136 1.49693 4.05885  C2 1.194
18 H 1.95646 0.39604 1.65933  C3 1.193
19 H -0.56331 0.74523 1.36094  C6 1.200
20 H -0.54292 4.48803 4.07188  N10 1.054
21 H -3.08941 2.85442 1.57981  O11 1.002
22 H -0.74559 5.03658 1.90964  O12 1.006
23 C -4.24782 -4.48856 8.03245  O24 1.419, H29 1.094, H30 1.091, H31 1.093
24 O -3.91012 -3.27554 7.37757  C23 1.419, C25 1.430
25 C -2.74638 -2.62717 7.89821  O24 1.430, C26 1.546, H32 1.100, H33 1.098
26 C -1.40309 -3.25662 7.46357  C25 1.546, C27 1.529, N28 1.469, H34 1.096
27 C -1.07904 -4.57543 8.16605  C26 1.529, H35 1.093, H36 1.096, H37 1.094
28 N -1.35519 -3.46798 6.01047  C26 1.469, H38 1.023, H39 1.026
29 H -4.05156 -4.44468 9.10830  C23 1.094
30 H -3.70748 -5.31887 7.57543  C23 1.091
31 H -5.31385 -4.67646 7.88037  C23 1.093
32 H -2.78165 -1.60250 7.50095  C25 1.100
33 H -2.81559 -2.53248 8.98960  C25 1.098
34 H -0.61075 -2.54774 7.73171  C26 1.096
35 H -1.62445 -5.42624 7.75048  C27 1.093
36 H -0.01296 -4.80690 8.05646  C27 1.096
37 H -1.29747 -4.51581 9.23616  C27 1.094
38 H -1.45536 -2.56326 5.54367  N28 1.023
39 H -2.20728 -3.97371 5.74523  N28 1.026
40 C 4.91326 3.18502 -5.89428  O41 1.419, H46 1.094, H47 1.091, H48 1.093
41 O 4.48718 3.29918 -4.54530  C40 1.419, C42 1.430
42 C 3.18055 2.77538 -4.29209  O41 1.430, C43 1.546, H49 1.100, H50 1.098
43 C 3.10462 1.23393 -4.20436  C42 1.546, C44 1.529, N45 1.469, H51 1.096
44 C 3.21104 0.52887 -5.55688  C43 1.529, H52 1.093, H53 1.096, H54 1.094
45 N 4.13539 0.69650 -3.30595  C43 1.469, H55 1.023, H56 1.026
46 H 4.09078 3.33560 -6.60050  C40 1.094
47 H 5.38469 2.21399 -6.05270  C40 1.091
48 H 5.67540 3.94628 -6.07997  C40 1.093
49 H 2.88820 3.18262 -3.31347  C42 1.100
50 H 2.45930 3.17644 -5.01584  C42 1.098
51 H 2.12266 0.98062 -3.78748  C43 1.096
52 H 4.23720 0.46792 -5.92745  C44 1.093
53 H 2.85022 -0.50296 -5.47159  C44 1.096
54 H 2.60131 1.03232 -6.31264  C44 1.094
55 H 3.98849 1.08212 -2.36990  N45 1.023
56 H 5.03434 1.09700 -3.59521  N45 1.026
57 C -0.86849 1.40799 -4.63801  O58 1.419, H63 1.094, H64 1.091, H65 1.093
58 O -0.26889 0.84861 -5.79641  C57 1.419, C59 1.430
59 C -0.13352 -0.57487 -5.76282  O58 1.430, C60 1.546, H66 1.100, H67 1.098
60 C -1.43765 -1.35788 -6.03793  C59 1.546, C61 1.529, N62 1.469, H68 1.096
61 C -2.42708 -1.34563 -4.87234  C60 1.529, H69 1.093, H70 1.096, H71 1.094
62 N -2.11668 -0.86230 -7.24283  C60 1.469, H72 1.023, H73 1.026
63 H -0.56895 0.88409 -3.72494  C57 1.094
64 H -1.95418 1.40582 -4.74535  C57 1.091
65 H -0.55558 2.45234 -4.55880  C57 1.093
66 H 0.58006 -0.81848 -6.56311  C59 1.100
67 H 0.34072 -0.89338 -4.82553  C59 1.098
68 H -1.15792 -2.40405 -6.20964  C60 1.096
69 H -2.99030 -0.41205 -4.79969  C61 1.093
70 H -3.16665 -2.14500 -4.99948  C61 1.096
71 H -1.91613 -1.51455 -3.92007  C61 1.094
72 H -1.49195 -0.98126 -8.04410  N62 1.023
73 H -2.20217 0.15572 -7.15065  N62 1.026
74 C -4.98674 2.13590 -1.83217  O75 1.419, H80 1.094, H81 1.091, H82 1.093
75 O -5.41282 2.25006 -0.48319  C74 1.419, C76 1.430
76 C -6.71945 1.72627 -0.22998  O75 1.430, C77 1.546, H83 1.100, H84 1.098
77 C -6.79538 0.18481 -0.14225  C76 1.546, C78 1.529, N79 1.469, H85 1.096
78 C -6.68896 -0.52025 -1.49477  C77 1.529, H86 1.093, H87 1.096, H88 1.094
79 N -5.76461 -0.35262 0.75616  C77 1.469, H89 1.023, H90 1.026
80 H -5.80922 2.28648 -2.53840  C74 1.094
81 H -4.51531 1.16487 -1.99059  C74 1.091
82 H -4.22460 2.89716 -2.01787  C74 1.093
83 H -7.01180 2.13350 0.74864  C76 1.100
84 H -7.44070 2.12732 -0.95373  C76 1.098
85 H -7.77734 -0.06850 0.27463  C77 1.096
86 H -5.66280 -0.58120 -1.86534  C78 1.093
87 H -7.04978 -1.55208 -1.40949  C78 1.096
88 H -7.29869 -0.01680 -2.25053  C78 1.094
89 H -5.91151 0.03300 1.69221  N79 1.023
90 H -4.86566 0.04788 0.46690  N79 1.026
91 C 3.22018 -2.03692 -0.08302  O92 1.419, H97 1.094, H98 1.091, H99 1.093
92 O 3.90895 -0.96120 0.53563  C91 1.419, C93 1.430
93 C 5.06324 -1.35153 1.28463  O92 1.430, C94 1.546, H100 1.100, H101 1.098
94 C 6.30935 -1.68246 0.43186  C93 1.546, C95 1.529, N96 1.469, H102 1.096
95 C 6.22738 -3.02665 -0.29214  C94 1.529, H103 1.093, H104 1.096, H105 1.094
96 N 6.58005 -0.62744 -0.55410  C94 1.469, H106 1.023, H107 1.026
97 H 3.22014 -2.93802 0.53820  C91 1.094
98 H 3.65744 -2.24283 -1.06111  C91 1.091
99 H 2.18461 -1.73056 -0.25214  C91 1.093
100 H 5.30797 -0.48469 1.91527  C93 1.100
101 H 4.81509 -2.16863 1.97430  C93 1.098
102 H 7.16481 -1.73848 1.11544  C94 1.096
103 H 5.60814 -2.99042 -1.19174  C95 1.093
104 H 7.22690 -3.34003 -0.61598  C95 1.096
105 H 5.83252 -3.80547 0.36659  C95 1.094
106 H 6.75104 0.25022 -0.05717  N96 1.023
107 H 5.70734 -0.45186 -1.06374  N96 1.026